The ion C5H8N3O with charge +1 at a distorted geometry. Source: OMol25; level of theory: the ωB97M-V functional and the def2-TZVPD basis.

Positions of all 17 atoms, in Å:
C -1.898554 0.161552 1.127122
N -0.583349 0.294822 0.743876
C -0.161339 -0.214403 -0.408383
N -1.018581 -1.050999 -1.021208
C 1.300229 -0.160894 -0.681584
C 2.012508 -0.688258 0.514307
N 2.624439 -1.160772 1.378161
C 1.825045 1.314507 -0.810096
O 1.338598 2.187765 -0.190509
H -2.075354 0.887458 1.989667
H -2.272830 -0.845228 1.554384
H -2.627705 0.453990 0.316874
H -0.071963 0.793130 1.561824
H -0.712503 -1.451549 -1.925549
H -2.050435 -1.122004 -1.118073
H 1.589628 -0.808097 -1.513517
H 2.782171 1.408982 -1.517292

Forces on the atoms, in the same order (eV/Å):
C -5.04 0.27 2.18
N 2.40 0.97 0.69
C -1.55 -0.88 2.97
N 0.41 -0.47 -3.20
C 0.65 -0.31 0.36
C 0.74 -0.84 0.46
N -0.89 0.78 -1.03
C 2.13 -0.60 -1.94
O -0.30 0.69 0.29
H 0.01 -0.92 -1.25
H 1.12 1.12 -0.89
H 0.74 -0.22 0.78
H 0.11 -1.13 -2.95
H 0.44 0.40 0.88
H 0.91 0.87 1.42
H -0.08 0.32 -0.14
H -1.80 -0.04 1.35

The calculation puts the HOMO-LUMO gap at 0.3825 hartree. Its LUMO energy is -4.50 eV. As for the electronic energy: -11823.8248 eV. As for the SMILES: C/[NH+]=C(\N)[C@H](C#N)C=O. The molar mass comes out at 126.14 u. The total charge is +1. As for the strongest force on any atom: 5.495 eV Å⁻¹. The energy above the lowest of the compared OMol25 structures with the same formula, charge and spin comes out at 2.1370 eV. Its HOMO energy is -0.548 Eh.

Taken from the Löwdin analysis, the atomic charges in e are:
1 C -0.10
2 N 0.03
3 C -0.26
4 N 0.22
5 C -0.15
6 C -0.16
7 N 0.22
8 C -0.19
9 O 0.13
10 H 0.13
11 H 0.14
12 H 0.12
13 H 0.23
14 H 0.15
15 H 0.16
16 H 0.16
17 H 0.19

***

The ion C5H8N4 with charge +2 at a distorted geometry. Source: OMol25; level of theory: the ωB97M-V functional and the def2-TZVPD basis.

Positions of all 17 atoms, in Å:
C -1.966665 0.385049 -0.154982
C -0.511826 0.167059 0.016495
C 0.211248 1.446086 -0.086887
N 1.496034 1.605184 -0.060621
C 2.177457 0.469202 -0.038926
N 2.549155 -0.617355 0.018338
N -0.138925 -0.700476 1.226497
C 0.061043 -1.239531 0.052870
N 0.371565 -2.215211 -0.669044
H -2.068376 0.876154 -1.077917
H -2.374910 1.107321 0.481939
H -2.649343 -0.473096 0.155667
H -0.300147 2.411515 -0.211725
H 1.871281 2.493107 0.011304
H 0.223806 -0.650406 2.184182
H 0.817205 -3.048812 -0.218628
H 0.231406 -2.015783 -1.628564

Forces on the atoms, in the same order (eV/Å):
C -1.09 -1.73 0.81
C -0.69 -0.92 2.06
C 0.37 1.33 -0.69
N -2.43 -1.88 0.02
C 2.37 -1.85 0.24
N 0.42 0.70 -0.07
N 0.37 -0.45 -1.46
C -0.95 3.11 2.27
N 0.66 -1.63 1.19
H -0.88 -0.20 -1.89
H 0.04 1.53 1.57
H 1.14 0.60 -1.41
H -0.48 -0.60 0.28
H 1.53 2.47 -0.04
H -0.13 -0.11 -0.30
H -0.53 0.54 -1.14
H 0.27 -0.90 -1.45

The calculation puts the HOMO-LUMO gap at 0.3453 hartree. Its LUMO energy is -11.11 eV. As for the electronic energy: -11252.6921 eV. As for the SMILES: C[C@@]1(/C=[NH+]\C#N)NC1=[NH2+]. The molar mass comes out at 124.15 u. The total charge is +2. As for the strongest force on any atom: 3.961 eV Å⁻¹. The energy above the lowest of the compared OMol25 structures with the same formula, charge and spin comes out at 2.4376 eV. Its HOMO energy is -0.754 Eh.

Taken from the Löwdin analysis, the atomic charges in e are:
1 C 0.02
2 C -0.24
3 C 0.17
4 N 0.23
5 C -0.16
6 N 0.31
7 N 0.29
8 C -0.27
9 N 0.33
10 H 0.10
11 H 0.09
12 H 0.16
13 H 0.20
14 H 0.19
15 H 0.21
16 H 0.22
17 H 0.17

***

A structure of composition C5H8N4O at a distorted geometry. Source: OMol25; level of theory: the ωB97M-V functional and the def2-TZVPD basis.

Positions of all 18 atoms, in Å:
C 0.583618 -2.854577 -0.675179
C 0.126285 -0.514214 -0.188111
C -1.190869 0.138491 1.620007
C -0.934612 1.486691 1.262047
C -0.162339 1.810437 0.172185
H 1.171807 -3.141608 0.169789
H -0.548972 -3.189921 -0.479351
H 1.140435 -3.684119 -1.590769
H 1.182655 -1.186871 -1.906092
H -1.368947 2.055253 1.846928
H 0.904045 3.232096 -0.638115
H -0.241577 3.743894 0.092226
H 0.621105 0.913274 -1.370935
N 0.719419 -1.509978 -1.030908
N -0.588345 -0.958697 0.882409
N 0.074844 3.069599 -0.250868
N 0.385680 0.744231 -0.547832
O -1.874233 -0.153982 2.632572

Forces on the atoms, in the same order (eV/Å):
C -0.78 -4.90 -2.49
C -0.83 -4.96 1.60
C -0.64 -3.52 1.98
C 4.52 -4.66 -6.54
C -1.74 -1.46 2.45
H 0.16 0.09 0.86
H 2.56 0.76 -0.60
H -2.03 2.87 2.48
H -0.65 -0.74 1.34
H -3.75 6.22 5.21
H 4.06 0.63 -2.12
H -6.77 12.60 7.19
H 2.83 1.75 -9.05
N -0.31 3.65 -0.12
N 1.35 3.05 -2.43
N 3.49 -12.88 -6.10
N -2.70 0.69 8.49
O 1.22 0.83 -2.14

The calculation puts the HOMO-LUMO gap at 0.3248 hartree. Its LUMO energy is 0.28 eV. As for the electronic energy: -13319.0285 eV. The molar mass comes out at 140.15 u. The total charge is 0. As for the strongest force on any atom: 16.007 eV Å⁻¹. The energy above the lowest of the compared OMol25 structures with the same formula, charge and spin comes out at 4.4540 eV. Its HOMO energy is -0.314 Eh.

Taken from the Löwdin analysis, the atomic charges in e are:
1 C -0.18
2 C -0.32
3 C -0.46
4 C 0.05
5 C -0.24
6 H 0.04
7 H 0.11
8 H 0.16
9 H 0.14
10 H 0.03
11 H 0.07
12 H -0.03
13 H 0.05
14 N -0.06
15 N 0.18
16 N 0.24
17 N 0.19
18 O 0.00

***

An isolated molecule of C5H8N4S2 at a distorted geometry. Source: OMol25; level of theory: the ωB97M-V functional and the def2-TZVPD basis.

Positions of all 19 atoms, in Å:
C 0.556774 -1.472157 1.885327
C -0.088432 0.239492 0.563485
C -0.130317 -1.082330 -0.071719
C 0.559104 2.185432 -1.318196
C -1.312711 1.181018 0.683427
N 0.333708 -2.061678 0.781816
N 0.280856 -0.115774 1.934301
N -0.460783 -2.267668 -2.046311
N -0.540957 -1.132679 -1.288596
S 1.330995 1.397552 -0.035248
S 1.485853 3.368163 -2.100302
H 0.927035 -2.118116 2.688739
H -1.926656 1.213453 -0.221815
H -2.100597 0.804275 1.301713
H -1.087556 2.124546 1.181367
H 0.898359 0.552712 2.409560
H -1.163240 -2.499435 -2.702870
H -0.295973 -3.111293 -1.565063
H 2.734539 2.794486 -2.079615

Forces on the atoms, in the same order (eV/Å):
C 0.85 -0.42 0.82
C -0.36 3.04 1.94
C -0.95 0.15 -2.82
C 0.24 0.30 1.25
C -0.94 -0.84 -0.80
N -0.14 -0.94 -0.59
N 0.91 -0.29 0.27
N 1.02 0.05 0.75
N -0.43 -0.17 -0.07
S -0.71 -0.77 -1.24
S 0.38 -0.84 -0.68
H -0.11 0.95 0.26
H 0.94 0.84 -0.45
H -0.02 -1.17 1.08
H 0.30 0.15 -0.75
H -0.46 -0.76 0.06
H -1.02 1.15 -0.70
H 0.64 -1.00 1.22
H -0.13 0.61 0.41

The calculation puts the HOMO-LUMO gap at 0.2892 hartree. Its LUMO energy is -0.13 eV. As for the electronic energy: -32941.5673 eV. The molar mass comes out at 188.28 u. The total charge is 0. As for the strongest force on any atom: 3.624 eV Å⁻¹. The energy above the lowest of the compared OMol25 structures with the same formula, charge and spin comes out at 2.1147 eV. Its HOMO energy is -0.294 Eh.

Taken from the Löwdin analysis, the atomic charges in e are:
1 C -0.18
2 C -0.61
3 C -0.40
4 C -0.90
5 C -0.10
6 N 0.13
7 N 0.02
8 N 0.03
9 N 0.05
10 S 0.84
11 S 0.66
12 H 0.13
13 H 0.08
14 H 0.07
15 H 0.08
16 H 0.13
17 H 0.07
18 H 0.05
19 H -0.13

***

The ion C5H8N5 with charge +1 at a distorted geometry. Source: OMol25; level of theory: the ωB97M-V functional and the def2-TZVPD basis.

Positions of all 18 atoms, in Å:
N -3.303362 0.244501 0.054582
C -2.238453 -0.595822 -0.450362
N -0.940801 -0.124028 -0.237010
C -0.572123 1.046826 0.270581
C 0.814890 1.338838 0.238670
N 1.803959 0.430891 0.144061
C 1.832946 -0.969145 0.333786
C 3.092382 -1.266752 -0.021967
N 3.827961 -0.149259 -0.312275
N 3.098808 0.813797 -0.214706
H -3.000233 1.139222 0.486403
H -4.236047 -0.069886 0.294129
H -2.217861 -1.659947 -0.336653
H -2.387039 -0.720572 -1.567960
H -1.275492 1.875799 0.374319
H 1.246396 2.429412 0.401762
H 0.949219 -1.537137 0.461726
H 3.504847 -2.226741 0.080921

Forces on the atoms, in the same order (eV/Å):
N 0.87 0.65 0.45
C -1.30 2.17 -0.85
N 1.46 0.94 0.50
C -1.70 -1.74 -1.80
C 2.98 1.26 0.73
N -1.96 -0.57 0.52
C 0.44 1.11 -1.54
C -1.09 -1.70 1.34
N 0.70 -0.99 -0.28
N -0.23 4.32 -0.05
H -0.79 -1.46 -0.45
H 0.55 -0.16 -0.11
H -0.31 -0.92 1.38
H 0.74 0.67 0.26
H 0.34 -0.08 0.51
H -1.11 -2.25 -0.78
H -0.36 -0.35 0.45
H 0.73 -0.93 -0.29

The calculation puts the HOMO-LUMO gap (alpha / beta) at 0.2272 / 0.2271 hartree. Its LUMO energy (alpha / beta) is -7.06 / -7.06 eV. As for the electronic energy: -12753.6418 eV. As for the SMILES: NC/N=C/C=[N+]1\C=CN=N1. The molar mass comes out at 138.15 u. The total charge is +1. As for the strongest force on any atom: 4.328 eV Å⁻¹. The energy above the lowest of the compared OMol25 structures with the same formula, charge and spin comes out at 4.0352 eV. Its HOMO energy (alpha / beta) is -0.486 / -0.486 Eh.

Taken from the Löwdin analysis, the atomic charges in e are:
1 N 0.05
2 C -0.28
3 N 0.10
4 C -0.07
5 C 0.11
6 N -0.06
7 C 0.02
8 C -0.06
9 N 0.09
10 N 0.07
11 H 0.07
12 H 0.10
13 H 0.14
14 H 0.18
15 H 0.12
16 H 0.20
17 H 0.11
18 H 0.11

***

A cluster of 2 separate species, C5H8NO in total at a distorted geometry. Source: OMol25; level of theory: the ωB97M-V functional and the def2-TZVPD basis.

Positions of all 15 atoms, in Å:
C -1.289556 -1.125174 -2.026529
C 1.869448 -0.196422 0.904857
C -1.174943 -0.499215 -0.821744
C 0.778740 0.516946 0.744285
C 0.223784 1.780617 1.016986
N -0.551745 -1.141606 0.179537
O 0.273207 -2.167015 0.021341
H -2.022666 -0.890430 -2.800068
H -0.857912 -2.040648 -1.963936
H 1.859181 -1.362231 0.541677
H 2.696678 0.094847 1.429105
H -1.556135 0.512200 -0.590385
H -0.295707 2.294639 0.152107
H 0.770167 2.585426 1.545455
H -0.722543 1.638067 1.667311

Forces on the atoms, in the same order (eV/Å):
C -1.89 2.61 0.51
C -2.42 -2.07 -1.55
C -0.05 0.17 -2.63
C 0.69 -4.18 -0.86
C -3.64 2.48 0.93
N 3.01 0.32 3.26
O -1.85 1.58 -0.69
H 0.38 0.21 0.16
H 1.19 -2.79 -0.58
H -0.50 2.47 0.69
H 2.40 1.04 1.12
H 0.06 -0.80 0.05
H 0.90 -0.57 0.32
H 0.44 -0.44 -0.19
H 1.28 -0.01 -0.55

The calculation puts the HOMO-LUMO gap at 0.2266 hartree. Its LUMO energy is 3.98 eV. As for the electronic energy: -8846.7029 eV. The molar mass comes out at 98.12 u. The total charge is -1. As for the strongest force on any atom: 4.507 eV Å⁻¹. The energy above the lowest of the compared OMol25 structures with the same formula, charge and spin comes out at 4.5329 eV. Its HOMO energy is -0.080 Eh.

Taken from the Löwdin analysis, the atomic charges in e are:
1 C -0.05
2 C -0.06
3 C -0.33
4 C -0.24
5 C -0.20
6 N -0.19
7 O -0.29
8 H 0.01
9 H -0.03
10 H 0.08
11 H -0.01
12 H 0.08
13 H 0.07
14 H 0.06
15 H 0.10

***

A structure of composition C5H8NO at a distorted geometry. Source: OMol25; level of theory: the ωB97M-V functional and the def2-TZVPD basis.

Positions of all 15 atoms, in Å:
C -0.166822 1.657489 0.003438
C -0.710350 0.311311 -0.358165
C -2.145256 -0.266726 0.208215
C 1.032348 1.242475 0.424166
C 0.587552 -0.174922 0.330196
N 1.397307 -1.257665 -0.382717
O -2.900928 -1.036742 -0.291679
H -0.663925 2.735122 -0.143074
H -0.782118 0.082795 -1.356894
H -2.193170 -0.012034 1.190108
H 1.935521 1.739958 0.789353
H 0.249533 -0.587710 1.315302
H 1.114621 -2.144223 -0.027509
H 2.359474 -0.971113 -0.387240
H 0.886218 -1.318010 -1.313496

Forces on the atoms, in the same order (eV/Å):
C -1.23 3.47 -0.83
C -1.81 -0.73 1.45
C 2.57 -0.33 -1.69
C 0.05 0.48 -0.26
C -1.34 -1.24 2.06
N -3.25 1.40 -1.74
O 0.41 0.32 -0.90
H 1.26 -2.65 0.60
H 0.32 -0.23 -2.77
H -0.88 1.10 3.50
H -0.42 -0.31 -0.10
H 0.91 0.04 -0.59
H 0.86 -1.14 1.06
H 0.76 -0.67 -0.37
H 1.79 0.47 0.56

The calculation puts the HOMO-LUMO gap at 0.3539 hartree. Its LUMO energy is -4.01 eV. As for the electronic energy: -8842.0698 eV. The molar mass comes out at 98.12 u. The total charge is +1. As for the strongest force on any atom: 3.942 eV Å⁻¹. The energy above the lowest of the compared OMol25 structures with the same formula, charge and spin comes out at 2.6909 eV. Its HOMO energy is -0.501 Eh.

Taken from the Löwdin analysis, the atomic charges in e are:
1 C -0.01
2 C -0.18
3 C -0.15
4 C 0.00
5 C -0.25
6 N 0.26
7 O 0.12
8 H 0.18
9 H 0.11
10 H 0.09
11 H 0.13
12 H 0.17
13 H 0.16
14 H 0.17
15 H 0.20

***

- Which value of total charge does entry 7 give?
  +1

***

- Number 6 is which compound?
  C5H8NO